{
  "formula": "C3H8N2O",
  "method": "the ωB97M-V functional and the def2-TZVPD basis",
  "total_charge": 0,
  "smiles": "C/C(N)=C(/N)O",
  "relative_energy_kcal_mol": 41.7,
  "orbital_gap_ev": 7.45,
  "multiplicity": 1,
  "total_energy_ha": -303.82561,
  "symbols": ["C", "C", "N", "C", "N", "O", "H", "H", "H", "H", "H", "H", "H", "H"],
  "positions_angstrom": [[0.78912, 1.46784, 0.34278], [0.33948, 0.09912, -0.11402], [1.36338, -0.87095, -0.10580], [-0.96505, -0.32865, -0.05799], [-1.32666, -1.64035, -0.01953], [-1.96467, 0.51478, -0.38651], [1.51205, 1.87656, -0.37049], [-0.03156, 2.18363, 0.42333], [1.27516, 1.41011, 1.32462], [1.13982, -1.62333, -0.75636], [2.27877, -0.47085, -0.29139], [-2.31621, -1.73973, 0.18189], [-0.68124, -2.18173, 0.54861], [-1.41239, 1.30354, -0.71914]]
}